Density functional theory data (wB97M-V/def2-TZVPD) for one molecule with the formula C2HBrN2O2 in a non-equilibrium geometry.

The relative energy (zero: lowest compared OMol25 entry of this formula, charge and spin) is 73.6 kcal/mol. The LUMO energy is -0.4 eV. The HOMO energy is -11.428 eV. For the total energy, the calculation gives -79203.42713 eV. As for the HOMO-LUMO gap: 11.07 eV.

The geometry in XYZ format:
```
8
Properties=species:S:1:pos:R:3:forces:R:3:nbo_charge:R:1
N -0.02539 1.17612 2.47325 -0.805 1.486 2.371 -0.219
C 0.12582 0.57219 1.53492 1.101 -0.387 -0.133 0.204
C 0.55217 -0.08161 0.36594 0.347 -0.745 -0.745 -0.331
Br 2.38895 0.12963 -0.07069 0.163 0.152 0.109 0.144
N 0.19469 -1.62795 0.61945 2.918 1.852 -1.281 0.561
O -0.92998 -1.75385 0.92581 -2.066 -1.257 0.520 -0.313
O 1.12162 -2.40058 0.53568 -1.253 -0.026 0.136 -0.328
H -0.00203 0.46718 -0.38309 -0.405 -1.074 -0.978 0.282
```
Forces are in eV/Å.

Density functional theory data (wB97M-V/def2-TZVPD) for C2HBrOS2 as an isolated structure in a non-equilibrium geometry.

The relative energy (zero: lowest compared OMol25 entry of this formula, charge and spin) is 42.9 kcal/mol. The LUMO energy (alpha / beta) is -2.8 / -2.8 eV. The HOMO energy (alpha / beta) is -8.719 / -8.720 eV. For the total energy, the calculation gives -95848.26221 eV. As for the HOMO-LUMO gap (alpha / beta): 5.91 / 5.91 eV.

The geometry in XYZ format:
```
7
Properties=species:S:1:pos:R:3:forces:R:3:nbo_charge:R:1
C -1.17141 1.00626 0.08241 -0.525 0.541 -0.064 0.276
C 0.13942 -0.84460 -0.09412 0.912 1.207 0.148 -0.388
O -1.87646 1.94678 0.16771 0.437 -0.495 -0.008 -0.436
S -0.32345 0.25720 -1.32713 0.228 -0.324 -0.135 0.432
S -0.62266 -0.20854 1.30486 0.293 -0.399 0.138 0.422
Br 3.20634 -0.37834 0.07497 -1.434 -0.210 -0.046 -0.599
H 0.64822 -1.77877 -0.20870 0.089 -0.321 -0.033 0.293
```
Forces are in eV/Å.

Density functional theory data (wB97M-V/def2-TZVPD) for C2HCl2N as an isolated structure in a non-equilibrium geometry.

The relative energy (zero: lowest compared OMol25 entry of this formula, charge and spin) is 49.4 kcal/mol. The LUMO energy is -0.6 eV. The HOMO energy is -10.688 eV. For the total energy, the calculation gives -28622.20940 eV. As for the HOMO-LUMO gap: 10.07 eV.

The geometry in XYZ format:
```
6
Properties=species:S:1:pos:R:3:forces:R:3:nbo_charge:R:1
C 0.19835 -0.20920 0.46834 -1.862 -0.258 1.657 -0.336
C 1.45058 -0.56058 -0.15129 10.902 1.684 0.322 0.201
H 0.43153 -0.44992 1.64665 -1.227 1.112 -2.844 0.298
N 2.71866 -0.40885 -0.13756 -10.307 -1.678 -0.644 -0.201
Cl -0.36607 1.41308 -0.05040 1.803 1.463 0.958 0.035
Cl -1.36073 -0.94658 -0.10172 0.691 -2.324 0.552 0.003
```
Forces are in eV/Å.

Density functional theory data (wB97M-V/def2-TZVPD) for one molecule with the formula C2HCl2NOS2 in a non-equilibrium geometry.

The relative energy (zero: lowest compared OMol25 entry of this formula, charge and spin) is 0.0 kcal/mol. The LUMO energy is -1.2 eV. The HOMO energy is -9.592 eV. For the total energy, the calculation gives -52341.96941 eV. As for the HOMO-LUMO gap: 8.44 eV.

The geometry in XYZ format:
```
9
Properties=species:S:1:pos:R:3:forces:R:3:nbo_charge:R:1
O 2.01456 -0.38922 0.22262 0.518 -0.464 0.555 -0.509
C 1.14392 -0.68580 -0.52206 -1.064 0.767 -3.140 0.632
N -0.15501 -0.23257 -0.46679 -1.966 0.800 0.991 -0.797
S -1.46282 -0.68174 -1.43690 0.455 -0.559 0.943 0.500
Cl -2.39970 -1.97775 -0.09655 0.157 0.254 -0.601 -0.192
C 1.29292 -1.30032 -2.00084 1.187 0.510 0.651 -0.290
S 1.52601 -0.40171 -3.33926 -0.274 -1.037 1.334 0.157
Cl 1.38043 -3.01879 -1.82895 -0.033 0.064 -0.445 0.075
H -0.50961 0.32816 0.32161 1.019 -0.336 -0.289 0.423
```
Forces are in eV/Å.

Density functional theory data (wB97M-V/def2-TZVPD) for one molecule with the formula C2HCl3FN in a non-equilibrium geometry.

The relative energy (zero: lowest compared OMol25 entry of this formula, charge and spin) is 199.3 kcal/mol. The LUMO energy (alpha / beta) is -1.5 / -1.5 eV. The HOMO energy (alpha / beta) is -9.715 / -9.714 eV. For the total energy, the calculation gives -43855.54783 eV. As for the HOMO-LUMO gap (alpha / beta): 8.18 / 8.17 eV.

The geometry in XYZ format:
```
8
Properties=species:S:1:pos:R:3:forces:R:3:nbo_charge:R:1
C 0.31644 -0.03109 1.34705 0.678 3.492 -1.351 -0.260
C 0.18930 1.07868 0.31208 -0.937 1.836 1.180 -0.346
N -0.53723 -2.23648 -0.38431 -0.264 -0.576 -1.050 -0.290
F -0.14563 -1.58929 -1.51343 -0.104 0.499 -1.961 -0.243
Cl 0.03496 -1.44343 0.82946 -0.236 -3.681 3.475 0.883
Cl 1.34268 1.10929 -0.98931 0.740 -0.216 -0.101 0.046
Cl -1.48253 1.02997 -0.45381 0.463 0.133 0.637 -0.043
H 0.28202 2.08234 0.85227 -0.340 -1.487 -0.831 0.254
```
Forces are in eV/Å.

Density functional theory data (wB97M-V/def2-TZVPD) for C2HCl3I2O as an isolated structure in a non-equilibrium geometry.

The relative energy (zero: lowest compared OMol25 entry of this formula, charge and spin) is 4.2 kcal/mol. The LUMO energy (alpha / beta) is -1.0 / -0.7 eV. The HOMO energy (alpha / beta) is -7.876 / -8.393 eV. For the total energy, the calculation gives -57902.61110 eV. As for the HOMO-LUMO gap (alpha / beta): 6.91 / 7.68 eV.

The geometry in XYZ format:
```
9
Properties=species:S:1:pos:R:3:forces:R:3:nbo_charge:R:1
C -0.54414 -0.54932 1.03781 -2.173 0.324 -3.914 -0.029
C 0.27678 0.67391 -1.09988 -0.750 -0.356 1.095 -0.304
O 0.59881 -0.58791 1.53219 3.498 -0.567 1.931 -0.718
Cl -0.66750 2.05685 -1.67083 0.441 -0.887 0.270 0.028
Cl 0.32864 -0.70394 -2.16097 0.394 0.795 -0.274 0.035
Cl 1.83889 1.17468 -0.44215 -0.316 -0.299 -0.446 -0.001
I -1.75444 0.88530 1.77148 -0.986 0.665 0.607 0.286
I -1.42277 -2.29443 0.13548 0.123 0.389 0.676 0.185
H 1.34572 -0.65515 0.89687 -0.230 -0.064 0.055 0.519
```
Forces are in eV/Å.

Density functional theory data (wB97M-V/def2-TZVPD) for one molecule with the formula C2HCl3S in a non-equilibrium geometry.

The relative energy (zero: lowest compared OMol25 entry of this formula, charge and spin) is 50.5 kcal/mol. The LUMO energy is -2.3 eV. The HOMO energy is -9.388 eV. For the total energy, the calculation gives -50489.49502 eV. As for the HOMO-LUMO gap: 7.11 eV.

The geometry in XYZ format:
```
7
Properties=species:S:1:pos:R:3:forces:R:3:nbo_charge:R:1
Cl 2.84395 0.15782 -0.06233 -1.432 0.209 0.512 0.022
C 1.09799 0.28425 0.21100 -1.541 -1.116 -1.442 -0.294
C 0.22998 -0.74085 0.03333 -0.809 3.345 0.351 -0.096
Cl 0.27961 -2.38213 -0.21495 -0.075 0.106 0.053 0.160
S -1.87675 -0.18238 -0.00992 0.256 -1.102 0.036 0.104
Cl -3.07911 1.63122 -0.13351 1.936 -1.052 0.101 -0.151
H 0.50432 1.23208 0.17638 1.665 -0.391 0.389 0.255
```
Forces are in eV/Å.

Density functional theory data (wB97M-V/def2-TZVPD) for one molecule with the formula C2HCl4F2NS3 in a non-equilibrium geometry.

The relative energy (zero: lowest compared OMol25 entry of this formula, charge and spin) is 0.0 kcal/mol. The LUMO energy is -1.1 eV. The HOMO energy is -9.371 eV. For the total energy, the calculation gives -91607.94800 eV. As for the HOMO-LUMO gap: 8.29 eV.

The geometry in XYZ format:
```
13
Properties=species:S:1:pos:R:3:forces:R:3:nbo_charge:R:1
C 1.49614 2.52569 -0.55460 0.478 -1.301 0.772 0.090
C -1.85713 -1.90844 1.29150 0.811 -0.210 -0.625 0.119
N 0.53790 -0.87427 -1.95159 -2.042 2.384 3.101 -0.954
F 2.39619 2.52156 -1.54675 -0.150 -0.591 -0.676 -0.317
F -2.30467 -0.69300 1.62482 -0.922 -0.043 -0.220 -0.319
S 1.56298 0.99266 0.50629 -0.453 -0.132 -0.545 0.036
S -0.08291 -1.75508 0.97603 0.595 0.997 -0.705 0.094
S -0.03363 -0.10148 -0.58689 1.878 -3.463 -2.255 0.735
Cl -0.10576 2.75152 -1.13235 -0.904 0.626 -0.947 0.062
Cl 1.96182 3.81792 0.45814 0.391 1.344 1.219 0.051
Cl -1.95042 -2.99190 2.66996 -0.236 -0.104 0.153 0.045
Cl -2.72384 -2.63369 -0.11598 0.065 0.732 0.690 0.011
H 1.10333 -1.65149 -1.63858 0.491 -0.239 0.037 0.347
```
Forces are in eV/Å.

Density functional theory data (wB97M-V/def2-TZVPD) for a 2-piece molecular cluster, C2HClF4S overall in a non-equilibrium geometry.

The relative energy (zero: lowest compared OMol25 entry of this formula, charge and spin) is 52.8 kcal/mol. The LUMO energy (alpha / beta) is -1.7 / -1.9 eV. The HOMO energy (alpha / beta) is -9.206 / -9.148 eV. For the total energy, the calculation gives -36314.86870 eV. As for the HOMO-LUMO gap (alpha / beta): 7.49 / 7.24 eV.

The geometry in XYZ format:
```
9
Properties=species:S:1:pos:R:3:forces:R:3:nbo_charge:R:1
C 0.73606 -0.46453 0.15273 -3.598 -0.824 1.099 0.457
C 1.53133 0.53587 -0.66526 2.716 -0.132 0.684 0.737
F -0.07807 -1.33158 -0.57913 1.670 0.393 -0.281 -0.337
F 1.52619 -1.20267 0.97443 -1.019 0.892 -0.811 -0.302
F 1.70155 1.63489 0.10210 -0.094 -0.851 -1.019 -0.309
F 1.10679 0.82890 -1.86774 0.108 -0.137 0.541 -0.278
S 3.99178 -0.41944 -0.76501 -2.657 0.953 -0.475 -0.009
Cl 4.26662 -0.60521 1.18649 0.426 0.073 0.487 -0.130
H -0.16293 0.07250 0.69747 2.448 -0.366 -0.223 0.171
```
Forces are in eV/Å.

Density functional theory data (wB97M-V/def2-TZVPD) for one molecule with the formula C2HClN2O2 in a non-equilibrium geometry.

The relative energy (zero: lowest compared OMol25 entry of this formula, charge and spin) is 22.9 kcal/mol. The LUMO energy is 0.3 eV. The HOMO energy is -9.795 eV. For the total energy, the calculation gives -21686.37265 eV. As for the HOMO-LUMO gap: 10.08 eV.

The geometry in XYZ format:
```
8
Properties=species:S:1:pos:R:3:forces:R:3:nbo_charge:R:1
O -1.98240 -0.60354 -0.06349 0.266 -0.628 0.021 -0.605
C -0.84295 0.04224 -0.01374 0.174 2.334 -0.012 0.715
N -0.60655 1.32884 -0.05586 -1.170 -1.457 0.126 -0.339
N 0.75997 1.43581 0.02474 0.624 0.177 0.126 -0.265
C 1.22377 0.25767 0.12334 0.314 -0.308 -0.604 0.360
Cl 2.82576 -0.23321 -0.05915 0.117 -0.110 0.316 0.087
O 0.25201 -0.71879 0.09886 0.786 0.389 0.070 -0.451
H -1.62961 -1.50902 -0.05470 -1.111 -0.396 -0.044 0.497
```
Forces are in eV/Å.